Formula: C6H10O2S2
Source: the OMol25 dataset
Level of theory: ωB97M-V/def2-TZVPD

Structure (XYZ):
```
20
Properties=species:S:1:pos:R:3:forces:R:3
O -0.13741 -1.75187 0.18372 0.725 -0.237 -0.079
H -0.58802 2.73627 0.11004 0.110 -0.702 -0.684
H -2.54912 -0.19878 -1.05997 -1.012 1.483 -0.142
S 5.00178 -0.19486 -0.23057 0.706 -0.043 0.497
C 3.78758 -0.12836 1.11617 -0.876 -0.841 -0.489
H 1.78664 -1.31486 0.87281 1.600 1.189 0.218
C -0.62141 -0.75452 -0.35331 -1.174 -0.432 0.828
H 2.35822 -0.52086 -0.62331 0.676 0.341 2.831
C -1.00965 1.82006 -0.35452 -1.418 0.103 -1.057
H 4.03643 -0.79746 1.90867 0.373 -1.181 0.215
S 1.19612 0.99490 0.79843 0.497 -0.222 0.279
H -1.42643 -0.94849 -2.29112 -0.858 0.185 1.025
H -2.23705 -1.82736 -0.98994 -0.872 -2.342 0.314
C -0.26505 0.56283 -0.02072 1.453 1.314 1.536
O 4.21683 -0.29731 -1.47660 -0.045 -0.013 -0.912
C -1.81448 -0.92128 -1.22300 2.105 0.407 -2.223
H 3.93425 0.77444 1.63204 -0.192 1.862 0.236
H -0.89079 1.73463 -1.46003 -0.182 1.273 0.357
H -2.13664 1.92458 -0.19677 1.407 -0.835 0.122
C 2.40476 -0.39334 0.58067 -3.024 -1.309 -2.872
```
Forces are in eV/Å.

Calculated values
- Multiplicity: 1
- LUMO (alpha / beta): -0.82 / -0.92 eV
- Kohn-Sham gap (alpha / beta): 8.08 / 6.70 eV
- Energy above the lowest of the compared OMol25 structures with the same formula, charge and spin: 80.40 kcal per mole
- E: -1181.34732 a.u.